Entry from OMol25: a molecular structure, C24H33N4O4S2SiSn (ωB97M-V/def2-TZVPD).

Output
**Lowest unoccupied orbital energy**: -0.146 Ha
**HOMO level**: -11.3 eV
**Frontier orbital gap**: 7.36 eV
**Net charge**: +1

Last column: natural (NBO) charge in e.
Geometry (Å):
Sn 0.803 -1.250 0.235  1.2640
S -1.795 -3.596 4.127  0.3377
C -3.022 -4.335 3.119  -0.3147
C -2.680 -4.627 1.860  -0.2753
C -1.286 -4.247 1.619  0.0756
C -0.670 -3.516 2.733  0.2342
C 1.231 -2.120 3.275  0.4972
C 1.388 -2.435 4.607  -0.2904
C 2.592 -2.077 5.192  -0.0987
C 3.561 -1.435 4.436  -0.2451
C 3.285 -1.152 3.114  0.0746
N 2.125 -1.489 2.541  -0.5137
H -3.975 -4.556 3.587  0.2633
H -3.336 -5.074 1.127  0.2603
H 0.619 -2.948 5.167  0.2432
H 2.764 -2.303 6.236  0.2428
H 4.516 -1.162 4.863  0.2464
H 4.006 -0.653 2.477  0.2149
O 0.086 -2.374 2.535  -0.5250
N -0.190 -4.772 2.180  -0.1809
C 0.707 -5.726 2.259  -0.0821
C 1.978 -5.449 2.846  0.2412
N 2.998 -5.199 3.318  -0.2617
C 0.409 -7.004 1.698  0.2229
N 0.153 -8.032 1.248  -0.2203
C 3.231 1.163 -1.824  -0.6237
C 1.902 0.768 -2.447  0.2939
C 2.001 -0.570 -3.167  -0.6375
C 1.410 1.853 -3.397  -0.6552
O 0.964 0.584 -1.324  -1.0283
Si -0.541 1.260 -1.067  2.2754
S -0.989 0.222 0.777  -0.8522
O -0.596 2.843 -0.899  -0.9723
C -0.182 3.910 -0.013  0.2864
C 0.863 3.404 0.972  -0.6427
C 0.395 4.998 -0.902  -0.6209
C -1.428 4.391 0.709  -0.6253
O -1.465 0.750 -2.278  -0.9740
C -2.789 1.079 -2.775  0.2842
C -2.807 2.524 -3.252  -0.6342
C -3.033 0.126 -3.931  -0.6173
C -3.797 0.856 -1.656  -0.6333
H 4.007 1.208 -2.589  0.2324
H 3.532 0.431 -1.071  0.2053
H 3.155 2.143 -1.348  0.2176
H 2.608 -0.469 -4.067  0.2345
H 1.005 -0.908 -3.458  0.2281
H 2.465 -1.323 -2.528  0.2107
H 2.185 2.048 -4.138  0.2368
H 1.207 2.783 -2.860  0.2270
H 0.501 1.540 -3.915  0.2329
H 1.703 2.951 0.437  0.2061
H 0.434 2.664 1.649  0.2228
H 1.244 4.237 1.565  0.2299
H 1.291 4.638 -1.414  0.2069
H 0.667 5.869 -0.303  0.2233
H -0.337 5.302 -1.652  0.2238
H -1.860 3.579 1.300  0.2165
H -2.173 4.742 -0.006  0.2205
H -1.176 5.214 1.380  0.2226
H -2.040 2.684 -4.014  0.2150
H -2.619 3.210 -2.423  0.2216
H -3.781 2.756 -3.686  0.2240
H -2.284 0.278 -4.710  0.2155
H -4.021 0.298 -4.361  0.2210
H -2.977 -0.909 -3.587  0.2150
H -3.599 1.538 -0.822  0.2113
H -3.732 -0.170 -1.287  0.2180
H -4.811 1.036 -2.016  0.2271

Force components x, y, z for each atom (eV/Å):
Sn 0.33 -0.37 -0.31
S 0.13 0.07 0.07
C -0.08 -0.02 0.07
C -0.01 -0.09 -0.20
C -0.09 -0.01 0.40
C -0.28 -0.04 0.22
C -0.08 -0.02 -0.06
C -0.02 -0.12 0.06
C -0.06 -0.05 0.02
C 0.07 0.00 0.02
C 0.01 0.03 -0.13
N -0.15 0.22 0.00
H 0.07 0.03 -0.06
H 0.05 0.01 0.06
H 0.03 0.02 0.01
H 0.03 -0.01 -0.03
H -0.04 0.01 -0.02
H -0.03 0.01 0.05
O -0.05 0.00 -0.02
N 0.48 0.38 -0.68
C -0.02 -0.37 0.21
C -0.12 0.02 0.06
N -0.09 0.04 -0.04
C -0.01 -0.07 0.01
N 0.02 0.19 0.02
C -0.10 0.04 0.07
C 0.22 -0.04 -0.21
C -0.10 0.08 0.05
C -0.17 0.00 0.19
O 0.16 0.14 -0.04
Si -0.37 -0.33 0.47
S -0.08 0.20 0.01
O 0.01 0.19 -0.18
C 0.06 -0.03 0.08
C 0.00 -0.06 -0.05
C 0.01 -0.01 -0.06
C -0.02 -0.03 0.03
O 0.13 0.06 -0.17
C -0.10 0.09 0.04
C 0.08 0.01 0.04
C 0.01 -0.06 -0.01
C 0.10 -0.01 0.07
H -0.02 0.00 0.03
H 0.03 0.00 -0.03
H 0.03 -0.04 -0.02
H 0.00 0.00 0.05
H 0.03 -0.01 -0.02
H 0.00 -0.05 0.00
H -0.01 -0.01 -0.01
H 0.04 -0.07 -0.07
H 0.04 0.02 0.02
H -0.03 0.05 0.04
H 0.03 0.02 -0.01
H 0.00 -0.02 0.00
H -0.03 0.05 0.03
H 0.00 -0.02 -0.03
H 0.03 0.00 0.03
H 0.01 0.05 -0.02
H 0.02 -0.01 0.02
H -0.03 -0.02 -0.01
H -0.05 -0.01 0.02
H -0.04 -0.03 -0.06
H 0.04 0.00 0.01
H -0.03 -0.02 0.02
H 0.04 -0.01 0.02
H -0.01 0.04 -0.03
H -0.06 -0.03 -0.05
H -0.03 0.05 -0.01
H 0.03 0.01 0.02



Entry from OMol25: 2 unconnected molecules or ions with the total composition C5H10NO2 in a non-equilibrium geometry (ωB97M-V/def2-TZVPD).

Output
**Lowest unoccupied orbital energy**: 0.153 Ha
**HOMO level**: -2.2 eV
**Frontier orbital gap**: 6.35 eV
**Energy above the lowest of the compared OMol25 structures with the same formula, charge and spin**: 128.9 kcal per mole
**Net charge**: -1

Last column: natural (NBO) charge in e.
Geometry (Å):
C -0.732 0.914 -0.982  0.4841
C -0.230 1.077 -2.207  -0.8393
C -1.257 -1.391 0.775  -0.6676
C 0.979 0.479 1.592  -0.4249
C -0.067 -0.896 -0.002  -0.2103
N 1.230 -0.543 0.574  -0.1756
O 2.092 -0.069 -0.461  -0.6294
O -1.533 1.439 -0.252  -0.7350
H 0.501 0.446 -2.608  0.1924
H -0.570 1.946 -2.753  0.1825
H 1.480 0.581 -0.977  0.4640
H -2.144 -0.862 0.518  0.2310
H -1.467 -2.357 0.302  0.1995
H -1.245 -1.639 1.844  0.1950
H 0.243 0.242 2.234  0.1905
H 1.864 0.616 2.253  0.1662
H 0.704 1.409 1.140  0.1907
H 0.151 -1.391 -0.990  0.1862

Force components x, y, z for each atom (eV/Å):
C 0.42 -3.30 2.13
C -0.11 1.07 -0.57
C 0.58 -1.78 -0.67
C 4.00 0.76 -1.43
C 0.73 2.61 -3.70
N -0.94 -0.88 1.26
O -1.70 1.18 -0.05
O -1.22 1.23 0.67
H 0.71 -0.91 -0.66
H 0.07 0.20 -0.30
H 1.08 -0.92 0.79
H -0.61 1.21 0.23
H -0.06 -0.34 0.20
H 0.50 0.56 -0.10
H -2.86 -1.38 1.88
H -0.15 0.04 -0.65
H -0.10 0.85 -0.39
H -0.35 -0.21 1.39



Q: Which formula does entry 1 have?
A: C24H33N4O4S2SiSn



Q: Look up the frontier orbital gap of the second one.
A: 6.35 eV



Q: The lowest HOMO level belongs to which entry?
A: C24H33N4O4S2SiSn